[1]
The following is a DFT calculation (wB97M-V/def2-TZVPD) of a 8-piece molecular cluster, C33H70N9O9 overall in a non-equilibrium geometry.

- total charge = +1

Atoms and positions in Å:
C: -0.719 3.675 -3.383
C: 0.647 3.949 -2.732
N: 1.613 2.847 -2.992
C: 2.868 3.213 -2.284
C: 3.668 2.023 -1.725
N: 3.416 1.879 -0.283
C: 3.019 0.868 0.394
C: 2.728 -0.458 -0.231
C: 1.893 -1.372 0.662
O: 1.958 -2.537 0.518
C: 2.887 1.156 1.856
C: 3.005 2.713 1.963
C: 3.682 2.989 0.637
C: 1.004 1.670 -2.416
C: 0.795 0.529 -3.376
O: 0.646 1.579 -1.288
H: -1.448 3.324 -2.658
H: -0.647 2.928 -4.163
H: -1.068 4.601 -3.831
H: 1.064 4.906 -3.036
H: 0.456 4.047 -1.654
H: 3.510 3.693 -3.024
H: 2.647 3.979 -1.540
H: 3.551 1.094 -2.272
H: 4.723 2.285 -1.807
H: 3.699 -0.933 -0.413
H: 2.264 -0.321 -1.204
H: 1.229 -0.951 1.440
H: 1.847 0.964 2.124
H: 3.511 0.554 2.512
H: 3.581 3.112 2.788
H: 2.006 3.138 2.000
H: 3.603 4.007 0.267
H: 4.764 2.910 0.826
H: 1.615 0.449 -4.087
H: -0.080 0.785 -3.983
H: 0.604 -0.404 -2.855
C: 6.818 0.002 0.488
O: 6.404 -0.055 -0.662
N: 7.009 -1.051 1.290
C: 7.492 -0.908 2.652
C: 6.728 -2.386 0.783
H: 7.065 0.963 0.974
H: 8.431 -1.451 2.764
H: 6.756 -1.317 3.347
H: 7.659 0.142 2.889
H: 7.352 -2.580 -0.087
H: 5.679 -2.452 0.482
H: 6.937 -3.127 1.548
C: 0.852 -1.973 4.538
O: 1.118 -1.168 5.416
N: -0.376 -2.405 4.221
C: -0.587 -3.362 3.154
C: -1.526 -1.902 4.959
H: 1.640 -2.428 3.908
H: -1.231 -2.918 2.391
H: -1.066 -4.259 3.550
H: 0.365 -3.636 2.700
H: -1.578 -0.816 4.854
H: -1.419 -2.145 6.011
H: -2.437 -2.351 4.574
C: -2.968 2.287 -6.337
O: -2.005 2.051 -5.621
N: -4.231 2.410 -5.908
C: -5.329 2.692 -6.814
C: -4.513 2.258 -4.489
H: -2.864 2.420 -7.426
H: -5.809 3.628 -6.526
H: -6.061 1.884 -6.764
H: -4.965 2.779 -7.836
H: -3.952 3.003 -3.924
H: -4.200 1.265 -4.160
H: -5.574 2.389 -4.301
C: -8.215 2.631 -2.997
O: -7.270 3.399 -3.093
N: -8.251 1.550 -2.205
C: -9.412 0.680 -2.136
C: -7.091 1.241 -1.386
H: -9.145 2.775 -3.574
H: -9.783 0.668 -1.112
H: -9.127 -0.331 -2.434
H: -10.198 1.038 -2.799
H: -6.884 2.074 -0.714
H: -6.220 1.089 -2.025
H: -7.278 0.343 -0.804
C: -11.267 2.879 -0.143
O: -10.476 2.251 0.538
N: -11.168 4.187 -0.436
C: -12.151 4.871 -1.255
C: -10.038 4.938 0.088
H: -12.158 2.402 -0.588
H: -11.666 5.285 -2.142
H: -12.606 5.682 -0.684
H: -12.931 4.180 -1.569
H: -9.107 4.498 -0.272
H: -10.041 4.893 1.177
H: -10.100 5.974 -0.235
C: 9.943 -4.815 0.069
O: 9.450 -3.861 0.649
N: 10.145 -4.889 -1.257
C: 10.739 -6.057 -1.882
C: 9.757 -3.763 -2.090
H: 10.272 -5.719 0.608
H: 11.658 -5.770 -2.397
H: 10.041 -6.481 -2.605
H: 10.975 -6.810 -1.133
H: 10.295 -2.869 -1.774
H: 8.687 -3.576 -1.981
H: 9.984 -3.976 -3.131
C: 0.106 -4.239 7.010
O: -1.073 -4.273 6.698
N: 0.808 -5.287 7.476
C: 2.210 -5.177 7.831
C: 0.137 -6.568 7.628
H: 0.705 -3.315 6.934
H: 2.799 -5.865 7.220
H: 2.343 -5.430 8.884
H: 2.564 -4.162 7.662
H: -0.250 -6.897 6.662
H: -0.702 -6.464 8.316
H: 0.834 -7.309 8.012

[2]
The following is a DFT calculation (wB97M-V/def2-TZVPD) of a 3-piece molecular cluster, C33H71NO9P2S overall in a non-equilibrium geometry.

- SMILES string = CCCCCCCCCCCCCCCC[C@]1(C)C(=O)NC[C@@H]1S.CCOP(=O)(OCC)OCC.CCOP(=O)(OCC)OCC

Atoms and positions in Å:
C: -2.462 4.462 6.726
C: -2.927 3.706 5.453
C: -2.743 4.588 4.199
C: -1.291 4.513 3.637
C: -1.219 4.110 2.141
C: -0.615 2.710 1.904
C: 0.912 2.720 1.667
C: 1.331 2.058 0.346
C: 2.860 1.894 0.332
C: 3.363 1.208 -0.960
C: 3.054 2.097 -2.187
C: 4.223 2.533 -3.116
C: 5.609 1.958 -2.834
C: 6.292 2.509 -1.566
C: 7.172 3.743 -1.796
C: 8.342 3.525 -2.766
C: 9.718 3.237 -2.096
C: 9.761 2.791 -0.629
C: 10.726 4.361 -2.446
O: 10.904 5.397 -1.857
N: 11.491 4.000 -3.617
C: 10.852 2.784 -4.143
C: 10.447 2.060 -2.850
S: 9.582 0.477 -3.024
H: -1.523 4.083 7.131
H: -2.399 5.539 6.563
H: -3.219 4.326 7.504
H: -2.383 2.764 5.357
H: -3.990 3.482 5.575
H: -3.461 4.348 3.411
H: -2.944 5.616 4.512
H: -0.677 3.864 4.267
H: -0.898 5.532 3.716
H: -0.613 4.853 1.614
H: -2.230 4.162 1.732
H: -0.874 2.071 2.755
H: -1.132 2.261 1.047
H: 1.281 3.748 1.742
H: 1.389 2.167 2.484
H: 0.809 1.100 0.258
H: 0.991 2.700 -0.474
H: 3.092 1.275 1.205
H: 3.315 2.888 0.409
H: 2.747 0.303 -1.037
H: 4.390 0.869 -0.831
H: 2.543 2.998 -1.840
H: 2.307 1.583 -2.799
H: 3.959 2.255 -4.143
H: 4.272 3.628 -3.136
H: 6.238 2.174 -3.706
H: 5.566 0.864 -2.791
H: 6.899 1.729 -1.094
H: 5.496 2.753 -0.854
H: 6.576 4.577 -2.184
H: 7.519 4.082 -0.817
H: 8.163 2.748 -3.509
H: 8.460 4.459 -3.326
H: 9.276 3.476 0.067
H: 10.817 2.780 -0.334
H: 9.415 1.764 -0.504
H: 12.391 3.694 -3.252
H: 9.988 2.993 -4.780
H: 11.507 2.219 -4.810
H: 11.417 1.771 -2.435
H: 8.679 0.713 -3.998
C: 1.435 -3.173 -3.659
C: 0.843 -1.950 -2.980
O: -0.562 -2.085 -2.766
P: -1.079 -3.027 -1.547
O: -0.676 -2.325 -0.300
O: -2.680 -2.713 -1.614
C: -3.403 -2.295 -0.454
C: -3.597 -0.794 -0.469
O: -1.289 -4.367 -2.482
C: -1.207 -5.655 -1.834
C: -2.347 -5.875 -0.858
H: 1.397 -4.045 -3.002
H: 2.477 -2.996 -3.929
H: 0.872 -3.422 -4.559
H: 1.346 -1.754 -2.029
H: 0.983 -1.076 -3.616
H: -2.907 -2.626 0.459
H: -4.377 -2.788 -0.487
H: -2.641 -0.274 -0.544
H: -4.109 -0.458 0.434
H: -4.189 -0.499 -1.337
H: -0.242 -5.748 -1.327
H: -1.238 -6.404 -2.623
H: -2.277 -5.191 -0.007
H: -2.329 -6.894 -0.471
H: -3.307 -5.692 -1.341
C: -11.796 -3.560 0.709
C: -10.832 -2.524 1.262
O: -9.840 -3.112 2.101
P: -8.597 -3.924 1.409
O: -7.758 -2.787 0.912
O: -7.700 -4.211 2.768
C: -6.319 -3.864 2.834
C: -6.143 -2.546 3.561
O: -9.338 -5.378 1.755
C: -9.038 -6.511 0.911
C: -7.594 -6.956 1.049
H: -11.292 -4.233 0.010
H: -12.619 -3.077 0.181
H: -12.201 -4.174 1.514
H: -10.353 -1.969 0.449
H: -11.375 -1.806 1.876
H: -5.872 -3.832 1.839
H: -5.811 -4.657 3.388
H: -6.726 -1.755 3.090
H: -5.093 -2.247 3.576
H: -6.496 -2.633 4.590
H: -9.267 -6.263 -0.128
H: -9.709 -7.313 1.215
H: -6.907 -6.197 0.660
H: -7.423 -7.879 0.495
H: -7.339 -7.115 2.096

[3]
The following is a DFT calculation (wB97M-V/def2-TZVPD) of a 6-piece molecular cluster, C33H72F3N5O6S overall in a non-equilibrium geometry.

- energy above the lowest of the compared OMol25 structures with the same formula, charge and spin (eV) = 3.296
- total charge = +2

Atoms and positions in Å:
C: -13.759 3.416 6.197
C: -15.086 2.660 6.452
C: -15.828 2.453 5.167
N: -17.238 1.705 5.137
C: -17.075 0.574 6.130
C: -18.441 2.549 5.444
C: -19.670 2.124 4.706
C: -19.165 1.094 3.692
C: -17.610 1.284 3.742
H: -13.110 3.489 7.070
H: -13.852 4.474 5.951
H: -13.153 2.821 5.515
H: -15.646 3.286 7.147
H: -14.762 1.767 6.987
H: -15.147 1.766 4.663
H: -15.932 3.348 4.555
H: -16.799 0.870 7.142
H: -16.211 0.080 5.686
H: -17.926 -0.085 5.957
H: -18.554 2.445 6.523
H: -18.145 3.574 5.223
H: -20.223 1.586 5.476
H: -20.291 2.923 4.302
H: -19.441 0.051 3.847
H: -19.458 1.352 2.674
H: -17.123 0.351 3.459
H: -17.270 2.083 3.084
C: -12.438 -5.057 16.966
C: -13.551 -5.990 17.492
C: -14.212 -5.687 18.876
N: -15.800 -5.717 18.930
C: -16.222 -5.343 20.318
C: -16.495 -7.006 18.321
C: -17.481 -6.555 17.317
C: -17.697 -5.094 17.426
C: -16.363 -4.609 17.978
H: -12.810 -4.105 16.587
H: -11.807 -5.506 16.199
H: -11.767 -4.795 17.784
H: -13.241 -7.029 17.603
H: -14.299 -5.936 16.701
H: -14.027 -4.647 19.146
H: -13.708 -6.296 19.627
H: -15.681 -6.120 20.859
H: -17.293 -5.495 20.447
H: -15.774 -4.399 20.630
H: -16.895 -7.669 19.087
H: -15.604 -7.479 17.908
H: -18.404 -7.098 17.522
H: -17.183 -6.875 16.318
H: -18.432 -4.803 18.177
H: -17.927 -4.658 16.454
H: -16.411 -3.617 18.429
H: -15.704 -4.510 17.116
C: -9.284 -11.381 12.623
C: -9.136 -10.987 11.072
C: -8.742 -9.541 10.782
N: -8.608 -9.237 9.235
C: -9.892 -9.383 8.401
C: -7.505 -9.997 8.516
C: -7.018 -9.051 7.399
C: -6.817 -7.842 8.252
C: -8.098 -7.734 9.035
H: -9.847 -10.586 13.110
H: -8.409 -11.462 13.268
H: -9.726 -12.349 12.862
H: -10.005 -11.362 10.531
H: -8.331 -11.648 10.750
H: -7.810 -9.138 11.179
H: -9.453 -8.847 11.229
H: -10.313 -10.347 8.685
H: -9.703 -9.424 7.328
H: -10.613 -8.590 8.602
H: -7.766 -11.036 8.312
H: -6.688 -10.126 9.226
H: -7.727 -8.603 6.702
H: -6.057 -9.311 6.956
H: -6.738 -6.933 7.656
H: -5.958 -7.740 8.915
H: -8.783 -7.042 8.545
H: -7.966 -7.313 10.032
C: -22.978 -7.167 9.403
C: -24.165 -7.189 10.445
C: -24.235 -5.886 11.277
N: -25.508 -5.766 12.161
C: -25.613 -6.987 13.116
C: -25.245 -4.486 13.039
C: -26.539 -3.640 12.682
C: -27.647 -4.574 12.263
C: -26.757 -5.490 11.350
H: -22.910 -6.323 8.716
H: -22.937 -8.089 8.822
H: -22.102 -7.158 10.051
H: -24.174 -8.057 11.105
H: -25.057 -7.283 9.825
H: -24.237 -5.093 10.529
H: -23.360 -5.710 11.903
H: -26.036 -7.793 12.516
H: -26.288 -6.840 13.959
H: -24.581 -7.103 13.447
H: -25.425 -4.706 14.092
H: -24.305 -4.039 12.715
H: -26.752 -3.078 13.591
H: -26.216 -3.020 11.846
H: -28.203 -5.030 13.082
H: -28.485 -4.137 11.720
H: -27.248 -6.422 11.070
H: -26.511 -4.931 10.447
N: -15.176 -4.193 10.887
O: -15.793 -5.246 11.092
O: -15.228 -3.273 11.701
O: -14.445 -4.116 9.924
C: -20.423 1.480 13.348
F: -20.326 0.147 13.401
F: -19.255 1.981 13.064
F: -21.236 1.798 12.342
S: -21.069 2.091 15.022
O: -20.025 1.697 16.011
O: -21.283 3.497 14.900
O: -22.380 1.394 15.235

[4]
The following is a DFT calculation (wB97M-V/def2-TZVPD) of a 4-piece molecular cluster, C33H73F7N9O5P5S overall in a non-equilibrium geometry.

- SMILES string = CCP(CC)#P(CCc1ccccc1)S(=O)(=O)C(F)(F)C(F)(F)C(F)(F)F.CN(C)P(=O)(N(C)C)N(C)C.CN(C)P(=O)(N(C)C)N(C)C.CN(C)P(=O)(N(C)C)N(C)C

Atoms and positions in Å:
C: -3.443 1.725 0.044
C: -4.208 2.092 -1.324
P: -3.522 1.114 -2.767
C: -2.816 2.365 -4.005
C: -1.300 2.619 -3.594
P: -4.986 -0.142 -3.749
C: -4.891 -1.840 -2.883
C: -3.413 -2.403 -3.062
C: -2.472 -2.066 -1.850
C: -2.931 -1.902 -0.475
C: -1.968 -1.550 0.560
C: -0.540 -1.347 0.295
C: -0.093 -1.556 -1.083
C: -1.041 -1.911 -2.141
S: -7.008 0.661 -3.518
O: -7.585 0.574 -4.873
O: -7.018 2.082 -3.144
C: -8.113 -0.403 -2.461
F: -9.417 -0.035 -2.769
F: -8.040 -1.742 -2.797
C: -7.938 -0.250 -0.902
F: -8.360 -1.460 -0.348
F: -6.638 -0.090 -0.487
C: -8.826 0.855 -0.212
F: -10.140 0.537 -0.105
F: -8.719 2.092 -0.753
F: -8.351 0.960 1.089
H: -2.921 2.634 0.429
H: -4.122 1.257 0.797
H: -2.644 0.991 -0.242
H: -3.973 3.181 -1.503
H: -5.313 2.036 -1.186
H: -3.379 3.343 -3.967
H: -2.921 1.992 -5.063
H: -0.713 1.714 -3.892
H: -1.272 2.661 -2.470
H: -0.907 3.558 -4.053
H: -5.598 -2.565 -3.374
H: -5.185 -1.699 -1.816
H: -3.383 -3.490 -3.314
H: -2.962 -1.862 -3.947
H: -4.009 -2.015 -0.206
H: -2.353 -1.412 1.603
H: 0.151 -1.050 1.113
H: 0.996 -1.436 -1.317
H: -0.636 -2.036 -3.172
C: 5.385 -0.129 0.785
N: 4.384 -1.017 1.354
C: 3.566 -0.245 2.289
P: 4.581 -2.693 1.769
O: 3.111 -3.037 1.561
N: 5.081 -3.557 0.345
C: 5.633 -2.907 -0.829
C: 4.200 -4.637 -0.106
N: 6.284 -2.407 2.166
C: 7.183 -3.582 2.077
C: 6.410 -1.953 3.575
H: 6.178 0.138 1.496
H: 4.922 0.807 0.460
H: 5.854 -0.521 -0.112
H: 4.138 0.082 3.166
H: 2.713 -0.825 2.650
H: 3.157 0.649 1.809
H: 4.907 -2.241 -1.310
H: 5.955 -3.645 -1.571
H: 6.545 -2.356 -0.589
H: 3.333 -4.252 -0.655
H: 3.845 -5.232 0.735
H: 4.739 -5.326 -0.763
H: 6.794 -4.431 2.645
H: 8.176 -3.332 2.462
H: 7.354 -3.903 1.052
H: 6.015 -2.699 4.271
H: 5.874 -1.019 3.746
H: 7.452 -1.756 3.831
C: -8.040 2.039 5.274
N: -6.827 1.521 4.662
C: -7.077 1.328 3.232
P: -5.697 0.400 5.357
O: -4.507 0.923 4.560
N: -5.102 1.051 6.858
C: -5.761 2.123 7.580
C: -3.657 1.263 6.950
N: -7.009 -0.386 6.251
C: -6.620 -1.114 7.482
C: -7.657 -1.419 5.402
H: -8.834 1.286 5.363
H: -8.444 2.861 4.675
H: -7.875 2.476 6.254
H: -7.805 0.535 3.049
H: -6.161 1.065 2.698
H: -7.456 2.243 2.771
H: -5.767 3.060 7.011
H: -5.262 2.313 8.536
H: -6.780 1.849 7.859
H: -3.348 2.184 6.441
H: -3.108 0.426 6.521
H: -3.343 1.333 7.996
H: -5.808 -1.822 7.292
H: -7.474 -1.666 7.885
H: -6.314 -0.449 8.285
H: -6.942 -2.188 5.094
H: -8.091 -0.984 4.501
H: -8.480 -1.901 5.932
C: 7.881 3.551 -4.911
N: 6.880 2.659 -4.346
C: 6.058 3.424 -3.408
P: 7.082 0.980 -3.934
O: 5.611 0.654 -4.178
N: 7.588 0.118 -5.359
C: 8.144 0.768 -6.531
C: 6.710 -0.962 -5.815
N: 8.783 1.297 -3.547
C: 9.703 0.138 -3.639
C: 8.909 1.752 -2.138
H: 8.674 3.816 -4.200
H: 7.414 4.487 -5.232
H: 8.348 3.161 -5.810
H: 6.629 3.749 -2.529
H: 5.208 2.839 -3.051
H: 5.647 4.319 -3.884
H: 7.419 1.433 -7.016
H: 8.469 0.028 -7.270
H: 9.053 1.321 -6.287
H: 5.845 -0.577 -6.367
H: 6.352 -1.558 -4.976
H: 7.253 -1.649 -6.471
H: 9.332 -0.717 -3.067
H: 10.693 0.407 -3.259
H: 9.874 -0.181 -4.663
H: 8.532 0.998 -1.440
H: 8.358 2.676 -1.963
H: 9.950 1.968 -1.889

It is found that the molecular weight values, taken in the order of the records, are 737.0 719.9 724.0 995.9 g mol⁻¹.
It is found that the LUMO energy values, taken in the order of the records, are -2.68 -0.98 -2.98 -0.87 eV.